Entry 1:
Here is a structure of composition C5H8O from OMol25. Energies are from wB97M-V/def2-TZVPD.

Computed properties:
E ... -270.43856 a.u.
Frontier orbital gap ... 0.374 Eh

Structure (XYZ):
```
14
Properties=species:S:1:pos:R:3:forces:R:3
C -1.644 0.322 0.172 -0.1 -0.1 0.0
C -2.826 -0.275 0.271 0.1 0.1 0.0
C 1.797 0.645 -0.674 0.0 0.1 0.1
C 1.471 -0.819 -0.531 -0.1 -0.2 -0.3
O 1.589 -0.654 0.920 0.0 0.0 0.1
C 1.880 0.669 0.657 0.1 0.2 0.0
H -1.377 0.927 -0.692 -0.1 -0.1 0.1
H -0.883 0.218 0.943 -0.1 0.0 -0.1
H -3.089 -0.877 1.138 0.1 0.1 -0.1
H -3.582 -0.183 -0.505 0.1 0.0 0.1
H 0.456 -1.137 -0.789 0.2 0.0 0.0
H 2.215 -1.536 -0.889 -0.1 0.1 0.0
H 2.085 1.360 1.468 0.0 -0.1 -0.2
H 1.909 1.342 -1.490 0.0 -0.1 0.1
```
Forces are in eV/Å.

Entry 2:
Here is a cluster of 3 separate species, C9H27B3O9S3 in total from OMol25. Energies are from wB97M-V/def2-TZVPD.

Computed properties:
E ... -2305.46683 a.u.
Frontier orbital gap ... 0.301 Eh
Structure (SMILES) ... CCB(O)B(S)B(O)OC.CCOS(C)(=O)=O.CCOS(C)(=O)=O

Structure (XYZ):
```
51
Properties=species:S:1:pos:R:3:forces:R:3
C -3.621 -1.275 -3.121 0.0 0.1 0.0
C -2.597 -0.207 -2.683 0.2 -0.1 -0.1
B -2.061 -0.598 -1.261 0.3 0.2 0.7
O -2.590 0.068 -0.169 -0.7 -0.2 -0.3
B -0.901 -1.822 -1.085 0.1 -0.3 -0.1
S -1.534 -3.387 -0.359 -0.8 0.2 -0.3
B 0.785 -1.695 -1.507 -0.2 -0.3 0.0
O 1.625 -2.793 -1.569 0.3 0.3 -0.8
O 1.331 -0.459 -1.702 -0.5 0.1 -0.1
C 2.160 -0.193 -2.824 0.5 0.1 -0.1
H -3.174 -2.270 -3.170 0.0 0.0 0.0
H -4.030 -1.046 -4.105 0.0 0.0 0.0
H -4.455 -1.326 -2.420 0.0 0.0 0.0
H -3.074 0.776 -2.660 0.0 0.0 0.0
H -1.782 -0.181 -3.414 -0.1 0.1 0.0
H -2.725 -0.496 0.600 0.5 0.2 0.1
H -1.104 -4.279 -1.261 0.7 -0.1 0.3
H 1.331 -3.524 -2.118 -0.2 -0.2 0.5
H 2.807 0.653 -2.600 0.0 0.0 0.1
H 2.781 -1.045 -3.103 0.0 -0.1 0.2
H 1.550 0.085 -3.686 -0.1 0.0 0.1
C -1.581 -1.590 3.656 -0.1 0.0 0.1
C -1.122 -3.032 3.703 0.1 0.2 -0.2
O -1.641 -3.746 4.854 0.1 0.1 0.0
S -3.150 -4.223 4.782 0.0 0.0 0.0
C -3.100 -5.335 6.141 0.0 0.0 0.0
O -3.350 -4.942 3.561 0.0 0.0 -0.1
O -4.017 -3.130 5.095 -0.1 0.1 0.0
H -2.653 -1.518 3.475 0.0 0.0 0.0
H -1.054 -1.071 2.854 0.0 0.0 0.0
H -1.369 -1.086 4.599 0.0 0.0 0.0
H -1.398 -3.565 2.794 -0.1 -0.1 0.0
H -0.041 -3.088 3.810 0.0 -0.1 0.1
H -2.418 -6.146 5.904 0.0 0.0 0.0
H -4.114 -5.707 6.272 0.0 0.0 0.0
H -2.778 -4.788 7.023 0.0 0.0 0.0
C 4.059 7.313 -2.194 -0.1 0.0 0.1
C 4.733 5.961 -2.148 0.2 0.1 -0.1
O 4.096 5.047 -1.216 0.0 0.1 0.0
S 2.745 4.363 -1.683 0.1 -0.1 0.1
C 2.671 3.121 -0.442 0.0 0.0 0.0
O 2.959 3.760 -2.965 -0.1 0.0 -0.1
O 1.658 5.274 -1.508 -0.1 0.0 0.0
H 3.063 7.249 -2.628 0.0 0.0 0.0
H 4.660 7.992 -2.800 0.0 0.0 0.0
H 3.963 7.727 -1.190 0.0 0.0 0.0
H 4.767 5.489 -3.130 -0.1 0.0 0.0
H 5.753 6.040 -1.779 0.0 0.0 0.1
H 3.518 2.451 -0.564 0.0 0.0 0.0
H 1.734 2.588 -0.591 0.0 0.0 0.0
H 2.687 3.604 0.531 0.0 0.0 0.0
```
Forces are in eV/Å.

Entry 3:
Here is a structure of composition C38H32N2O3Pb from OMol25. Energies are from wB97M-V/def2-TZVPD.

Computed properties:
E ... -1995.07351 a.u.
Frontier orbital gap (alpha / beta) ... 0.306 / 0.228 Eh
Total charge ... +1
2S+1 ... 2

Structure (XYZ):
```
76
Properties=species:S:1:pos:R:3:forces:R:3
Pb -0.261 -1.608 -1.089 0.1 0.1 0.0
O 2.236 -0.864 -1.035 0.0 0.1 0.1
C 2.738 0.209 -1.742 0.0 -0.1 -0.1
C 1.624 1.019 -2.433 0.0 0.0 0.0
C 0.745 1.660 -1.394 0.0 0.0 0.0
C 0.931 2.972 -0.994 0.0 0.0 0.0
C 0.143 3.481 0.025 0.0 0.0 0.0
C -0.814 2.668 0.606 0.0 0.0 0.0
C -0.968 1.367 0.151 0.0 0.0 0.0
C -1.993 0.452 0.749 0.0 0.0 0.0
C -1.367 -0.609 1.700 0.0 0.0 0.0
O -0.439 -1.393 1.000 -0.1 -0.1 0.0
C -2.461 -1.539 2.240 0.0 0.0 0.0
C -3.428 -2.054 1.379 0.0 0.0 0.0
C -4.376 -2.963 1.820 0.0 0.0 0.0
C -4.369 -3.386 3.142 0.0 0.0 0.0
C -3.403 -2.895 4.005 0.0 0.0 0.0
C -2.457 -1.981 3.557 0.0 0.0 0.0
C -0.667 0.168 2.816 0.0 0.0 0.0
C 0.710 0.115 2.957 0.0 0.0 0.0
C 1.350 0.885 3.922 0.0 0.0 0.0
C 0.619 1.715 4.756 0.0 0.0 0.0
C -0.764 1.764 4.629 0.0 0.0 0.0
C -1.400 0.996 3.667 0.0 0.0 0.0
N -0.194 0.881 -0.835 -0.1 0.0 0.0
C 3.537 -0.723 -2.678 0.1 0.0 -0.1
C 2.941 -1.320 -3.795 0.0 0.1 0.0
C 3.674 -2.175 -4.597 0.0 0.0 0.0
C 4.992 -2.474 -4.274 0.0 0.0 0.0
C 5.577 -1.919 -3.140 0.0 0.0 0.0
C 4.853 -1.062 -2.336 -0.1 0.0 0.0
C 3.615 1.121 -0.906 0.1 0.0 0.0
C 4.337 2.142 -1.519 0.0 0.0 0.0
C 5.115 3.001 -0.760 0.0 0.0 0.0
C 5.176 2.847 0.620 0.0 0.0 0.0
C 4.464 1.827 1.230 0.0 0.0 0.0
C 3.686 0.963 0.469 0.0 0.0 0.0
H 2.070 1.778 -3.074 0.0 0.0 0.0
H 1.013 0.373 -3.064 0.0 0.0 0.0
H 1.697 3.572 -1.465 0.0 0.0 0.0
H 0.278 4.499 0.365 0.0 0.0 0.0
H -1.439 3.024 1.413 0.0 0.0 0.0
H -2.737 1.038 1.288 0.0 0.0 0.0
H -2.514 -0.062 -0.060 0.0 0.0 0.0
H -3.443 -1.758 0.337 0.0 0.0 0.0
H -5.120 -3.346 1.132 0.0 0.0 0.0
H -5.106 -4.096 3.493 0.0 0.0 0.0
H -3.379 -3.226 5.036 0.0 0.0 0.0
H -1.706 -1.616 4.245 0.0 0.0 0.0
H 1.271 -0.544 2.310 0.0 0.0 0.0
H 2.426 0.828 4.026 0.0 0.0 0.0
H 1.118 2.311 5.508 0.0 0.0 0.0
H -1.347 2.396 5.286 0.0 0.0 0.0
H -2.482 1.027 3.591 0.0 0.0 0.0
H 1.913 -1.108 -4.052 0.0 0.0 0.0
H 3.217 -2.615 -5.473 0.0 0.0 0.0
H 5.562 -3.147 -4.900 0.0 0.0 0.0
H 6.600 -2.161 -2.885 0.0 0.0 0.0
H 5.300 -0.632 -1.450 0.0 0.0 0.0
H 4.311 2.257 -2.598 0.0 0.0 0.0
H 5.679 3.786 -1.245 0.0 0.0 0.0
H 5.784 3.517 1.213 0.0 0.0 0.0
H 4.514 1.699 2.303 0.0 0.0 0.0
H 3.132 0.163 0.943 0.0 0.0 0.0
O -2.419 -1.214 -2.268 -0.1 0.0 0.0
N -3.720 -1.076 -2.141 0.0 0.0 0.0
C -4.504 -2.171 -2.090 0.1 0.0 0.0
C -5.868 -2.047 -1.950 0.0 0.0 0.0
C -6.439 -0.787 -1.862 0.0 0.0 0.0
C -5.614 0.324 -1.926 0.0 0.0 0.0
C -4.254 0.158 -2.068 0.0 0.0 0.0
H -3.972 -3.106 -2.165 0.0 0.0 0.0
H -6.470 -2.943 -1.911 0.0 0.0 0.0
H -7.508 -0.673 -1.750 0.0 0.0 0.0
H -6.012 1.327 -1.868 0.0 0.0 0.0
H -3.534 0.960 -2.134 0.0 0.0 0.0
```
Forces are in eV/Å.

Entry 4:
Here is a cluster of 5 separate species, C27H62N5O4 in total in a non-equilibrium geometry from OMol25. Energies are from wB97M-V/def2-TZVPD.

Computed properties:
E ... -1638.97898 a.u.
Frontier orbital gap (alpha / beta) ... 0.369 / 0.207 Eh
Total charge ... +4
2S+1 ... 2

Structure (XYZ):
```
98
Properties=species:S:1:pos:R:3:forces:R:3
N -1.709 0.357 0.566 1.6 0.3 0.3
O -2.181 1.353 0.086 -0.9 2.3 -1.2
O -2.453 -0.469 0.953 -2.4 -2.6 1.1
O -0.513 0.234 0.662 1.5 0.1 -0.1
C -3.839 -3.747 1.760 0.1 0.6 -1.8
C -4.273 -5.205 1.681 -1.3 0.9 4.2
O -5.027 -5.589 2.533 1.0 -0.6 -2.0
N -3.787 -6.085 0.582 -1.4 1.2 -1.2
H -2.809 -5.837 0.537 0.5 -0.6 -0.7
H -3.958 -7.070 0.728 0.2 -0.6 0.9
C -4.578 -5.779 -0.730 0.5 0.2 0.1
H -2.987 -3.388 1.182 0.2 -0.5 -0.4
H -3.732 -3.217 2.706 -0.3 -1.2 0.5
H -4.707 -3.275 1.298 -0.1 0.4 -0.1
H -4.396 -4.739 -1.002 0.1 -0.2 0.0
H -5.646 -5.929 -0.574 0.2 -0.1 0.4
H -4.245 -6.472 -1.502 0.2 0.1 0.1
C -0.486 0.013 -5.310 1.4 -0.1 -1.6
C -0.323 -0.384 -3.863 -0.5 1.6 0.1
C 0.457 -1.660 -3.715 0.1 -0.2 0.4
N 0.480 -2.314 -2.251 0.5 -0.1 -1.1
C -1.004 -2.511 -1.846 2.5 -0.2 0.7
C 1.253 -3.626 -2.238 -0.4 -0.6 0.4
C 2.781 -3.351 -2.070 -1.9 0.5 -1.1
C 2.807 -2.031 -1.290 -0.9 0.5 1.1
C 1.307 -1.489 -1.196 0.4 -0.8 -1.4
H -0.484 -0.840 -5.988 -1.2 -0.1 -0.1
H 0.420 0.473 -5.704 0.3 0.3 0.3
H -1.244 0.785 -5.443 -0.3 -0.6 -0.2
H -1.348 -0.330 -3.497 0.1 -0.7 0.6
H 0.187 0.520 -3.532 0.2 -0.3 1.1
H 1.450 -1.502 -4.135 0.5 0.0 0.8
H 0.046 -2.356 -4.447 -0.3 -0.7 0.7
H -1.203 -1.495 -1.506 -1.3 -0.4 -0.4
H -1.000 -3.216 -1.015 0.2 0.4 0.4
H -1.558 -3.080 -2.593 -0.1 1.1 -0.5
H 0.884 -4.175 -1.372 0.1 0.3 0.4
H 0.882 -4.267 -3.038 0.6 0.3 -0.6
H 3.208 -4.202 -1.538 0.3 0.2 -0.3
H 3.167 -3.202 -3.078 0.5 -0.3 0.2
H 3.123 -2.214 -0.263 -0.1 -0.2 0.1
H 3.535 -1.280 -1.600 -0.3 -0.1 -0.7
H 0.879 -1.736 -0.225 -0.1 0.1 -0.2
H 1.163 -0.436 -1.437 0.1 -0.1 0.1
C -0.248 3.413 4.902 -0.2 0.4 0.5
C 0.611 2.225 4.468 1.1 0.9 -1.1
C -0.032 0.867 4.277 -0.9 -0.2 0.3
N 0.952 -0.319 4.232 0.4 -0.7 0.4
C 1.991 -0.102 3.061 -0.4 -0.3 2.1
C 0.346 -1.759 4.200 -0.4 0.9 1.4
C 1.448 -2.679 4.802 -1.1 -1.2 -2.2
C 2.165 -1.928 5.853 0.2 0.6 -0.3
C 1.707 -0.492 5.618 1.6 1.4 0.3
H -1.246 3.550 4.484 -0.3 -0.9 0.1
H 0.172 4.352 4.541 0.7 -0.1 0.2
H -0.259 3.466 5.991 -0.4 0.1 -0.1
H 1.498 2.199 5.101 -0.3 -0.3 0.5
H 1.070 2.585 3.547 0.0 -0.5 -0.6
H -0.709 0.862 3.423 0.7 -0.2 -0.8
H -0.824 0.743 5.015 0.6 -0.6 0.9
H 2.594 0.746 3.389 0.1 -0.1 -0.2
H 1.556 0.107 2.084 -0.5 -0.2 0.4
H 2.596 -1.009 3.062 0.0 0.2 -0.2
H -0.211 -1.961 3.285 0.7 -0.1 -0.3
H -0.429 -1.707 4.965 -0.2 0.2 0.1
H 2.116 -2.981 3.996 0.1 -0.2 0.1
H 1.050 -3.580 5.271 -0.4 -0.1 -0.6
H 3.228 -2.116 5.703 0.0 0.5 0.4
H 1.860 -2.275 6.840 0.2 0.2 0.0
H 2.559 0.188 5.610 -0.1 0.1 -0.2
H 1.142 -0.215 6.508 -0.9 0.4 -0.8
C -1.400 4.564 -5.302 -0.8 -0.4 -0.3
C -0.241 4.532 -4.309 0.8 -0.1 -1.0
C -0.554 4.191 -2.885 0.9 -0.1 0.9
N 0.701 4.342 -1.929 -0.8 -0.6 1.7
C 1.039 5.830 -1.746 -0.7 -1.4 -0.7
C 0.295 3.848 -0.526 -1.8 1.0 0.1
C 1.491 3.335 0.206 0.5 0.4 0.8
C 2.571 3.172 -0.833 1.0 -0.8 -0.7
C 1.871 3.351 -2.167 -1.4 0.6 -1.1
H -1.873 5.546 -5.319 -0.2 -0.2 0.0
H -2.145 3.779 -5.175 -0.3 0.1 0.9
H -1.158 4.291 -6.330 0.9 0.6 0.0
H 0.229 5.514 -4.358 0.1 0.0 0.1
H 0.502 3.826 -4.680 0.2 -0.1 0.0
H -0.844 3.152 -2.730 -0.2 0.0 -0.2
H -1.319 4.846 -2.467 0.0 0.0 0.1
H 1.714 5.902 -0.893 0.1 0.4 -0.4
H 0.042 6.219 -1.539 0.4 0.6 0.2
H 1.379 6.215 -2.707 0.4 0.1 0.4
H -0.266 4.608 0.018 0.3 0.5 -0.2
H -0.487 3.092 -0.601 0.3 -0.4 -0.6
H 1.917 3.942 1.005 -0.6 0.4 0.0
H 1.195 2.399 0.681 0.3 -0.2 -0.1
H 3.468 3.786 -0.757 -0.4 0.4 0.3
H 2.937 2.160 -0.657 0.3 -0.1 -0.9
H 2.355 3.709 -3.075 0.7 -0.1 0.4
H 1.338 2.437 -2.428 0.0 -0.1 -0.1
```
Forces are in eV/Å.

Entry 5:
Here is a cluster of 6 separate species, CH14O5 in total in a non-equilibrium geometry from OMol25. Energies are from wB97M-V/def2-TZVPD.

Computed properties:
E ... -422.67122 a.u.
Frontier orbital gap ... 0.413 Eh
Structure (SMILES) ... C.O.O.O.O.O

Structure (XYZ):
```
20
Properties=species:S:1:pos:R:3:forces:R:3
C -1.540 2.438 -1.232 0.8 0.7 -0.8
H -1.680 1.805 -0.396 -0.3 -0.8 0.8
H -0.476 2.578 -1.393 0.3 0.0 0.2
H -1.950 3.422 -1.030 -0.3 0.0 -0.2
H -1.903 1.988 -2.150 -0.4 0.0 0.1
O 0.357 -1.860 -0.965 0.1 -0.2 0.1
H 0.409 -1.084 -0.398 -0.1 0.1 -0.1
H 1.040 -2.434 -0.596 0.1 0.1 -0.1
O 1.500 1.540 1.939 -0.4 0.4 0.3
H 0.592 1.695 2.236 0.0 -0.6 -0.1
H 1.952 2.169 2.508 0.5 0.0 -0.1
O -1.775 -3.837 -2.048 0.0 -0.1 -0.2
H -1.885 -3.661 -2.987 -0.1 0.0 0.0
H -0.972 -3.359 -1.817 0.0 0.3 0.2
O -1.509 1.112 2.786 0.0 0.3 -0.4
H -1.418 1.707 2.031 -0.1 0.1 0.1
H -2.189 0.510 2.471 -0.1 -0.3 0.2
O 3.477 -1.778 0.261 0.2 0.1 0.0
H 3.768 -1.423 1.105 -0.2 0.0 0.2
H 4.202 -1.530 -0.324 -0.1 -0.1 -0.2
```
Forces are in eV/Å.